Computed, not measured: a molecular structure, C32H44IrN3O2S3Si4Te, with the ωB97M-V functional and the def2-TZVPD basis.

Geometry as XYZ:
```
90
Properties=species:S:1:pos:R:3:forces:R:3:mulliken_spin:R:1
Ir 1.6243 -0.6923 -0.4739 -0.2 0.2 0.5 -0.006
Te -0.5700 0.4891 -1.1990 0.1 0.0 -0.8 0.799
S 4.9060 -0.3929 1.1471 0.0 0.0 0.0 0.002
S 2.3918 1.8437 3.1669 0.0 0.0 -0.1 -0.001
S 5.5905 -3.0795 0.1040 0.0 0.1 -0.1 0.004
Si -3.4616 0.0124 1.3383 0.0 0.1 0.0 0.014
Si -2.6878 1.5549 -0.2846 0.1 -0.1 0.4 0.048
Si -3.9920 1.7567 -2.2478 0.1 0.0 0.0 -0.005
Si -1.8807 3.6044 0.5993 -0.2 0.0 -0.1 0.043
O 1.1430 -2.2041 -1.7034 0.1 0.0 0.1 0.038
O -0.5342 -3.6592 -3.0615 0.0 0.0 0.0 -0.004
N 3.3151 -1.8532 -0.4443 0.3 0.0 0.2 -0.001
N 3.1952 -3.0637 -1.1376 -0.4 0.1 -0.1 0.001
N 2.1252 0.8429 0.8206 0.0 -0.2 0.2 -0.062
C 0.8825 -1.0920 3.6708 0.1 -0.1 0.0 0.003
C 0.9994 -1.4249 1.2531 0.0 -0.1 0.2 0.018
C 2.7494 2.0620 0.6192 0.0 0.0 0.0 0.009
C -2.2321 -0.0490 2.7488 -0.1 0.0 -0.1 -0.004
C 4.4459 -1.7690 0.1892 -0.2 -0.1 -0.1 0.008
C -3.0004 2.6632 -3.5531 0.0 0.0 0.1 0.003
C 1.1883 -6.7062 -3.9298 0.0 0.0 0.0 -0.001
C 0.4730 -4.5568 -3.1152 0.0 0.0 0.0 0.003
C -3.3582 4.4233 1.4146 0.1 0.0 0.0 0.008
C -5.1358 0.6366 1.9109 0.0 -0.1 0.0 0.003
C 3.9771 4.5274 0.5749 0.0 0.0 0.0 0.001
C 0.2198 -5.7331 -3.8227 0.0 0.0 0.0 0.001
C -0.5183 3.2469 1.8259 -0.1 0.1 0.1 -0.075
C 3.5943 4.0068 1.7964 0.0 0.0 0.0 0.001
C 6.3161 -1.2298 1.9242 0.0 0.0 0.0 0.000
C 0.2702 -2.3221 3.8045 0.0 0.0 0.0 -0.001
C 2.0537 -3.1644 -1.7441 0.1 0.1 0.0 0.003
C 2.4368 -6.5373 -3.3294 0.0 0.0 0.0 0.000
C 2.9771 2.7617 1.8081 0.0 -0.1 -0.1 -0.001
C -3.5885 -1.6749 0.5310 0.0 0.1 0.0 0.010
C 3.1441 2.5887 -0.6086 0.0 0.0 0.1 0.028
C 0.3859 -2.6635 1.4035 0.0 0.1 0.0 0.009
C 0.0249 -3.0966 2.6732 0.0 0.0 0.0 0.005
C 2.6916 -5.3826 -2.6285 0.0 0.0 0.0 -0.002
C 6.9293 -2.1277 0.8743 0.0 0.0 0.0 0.000
C -4.4317 0.0366 -2.8434 0.0 0.1 0.0 0.008
C 1.8751 0.6086 2.0933 0.1 0.1 -0.3 0.012
C 3.7576 3.8252 -0.6148 0.0 0.0 0.0 0.005
C -1.1997 4.6483 -0.8012 0.0 0.0 0.1 0.020
C 1.2400 -0.6473 2.3988 0.1 -0.1 0.0 -0.016
C 1.7253 -4.3727 -2.5074 0.0 -0.1 -0.1 -0.007
C -5.5107 2.7287 -1.7318 0.0 0.0 0.0 0.000
H -0.8642 2.6497 2.6696 0.0 0.0 0.0 0.002
H -0.4535 -4.0616 2.7823 0.0 0.0 0.0 0.000
H 7.0074 -0.4590 2.2620 0.0 0.0 0.0 0.000
H -6.1868 2.8511 -2.5807 0.0 0.0 0.0 0.000
H 1.0819 -0.4816 4.5436 0.0 0.0 0.0 0.000
H -0.0159 -2.6842 4.7820 0.0 0.0 0.0 0.000
H 3.1944 -7.3031 -3.4145 0.0 0.0 0.0 0.000
H -0.7712 5.5741 -0.4098 0.0 0.0 0.0 0.002
H 7.4295 -1.5423 0.1031 0.0 0.0 0.0 0.000
H -0.7518 -5.8487 -4.2826 0.0 0.0 0.0 0.000
H -0.2104 -2.8750 -2.5869 0.0 0.0 0.0 0.006
H -2.0751 2.1286 -3.7759 0.0 0.0 0.0 -0.001
H 4.4580 5.4951 0.5377 0.0 0.0 0.0 0.000
H -2.6187 -1.9914 0.1387 0.0 0.0 0.0 0.003
H 7.6379 -2.8335 1.3050 0.0 0.0 0.0 0.000
H -3.0774 5.3937 1.8307 0.0 0.0 0.0 0.002
H -3.5347 -0.5608 -3.0181 0.0 0.0 0.0 -0.001
H -5.2432 3.7248 -1.3749 0.0 0.0 0.0 0.000
H -4.1669 4.5891 0.7013 0.0 0.0 0.0 -0.001
H 0.1926 -3.2897 0.5423 0.0 0.0 0.0 -0.006
H -3.7505 3.8131 2.2299 0.0 0.0 0.0 -0.001
H -2.5267 -0.8104 3.4751 0.0 0.0 0.0 0.000
H -0.4142 4.1172 -1.3438 0.0 0.0 0.0 -0.011
H -5.8482 0.6761 1.0849 0.0 0.0 0.0 0.000
H -6.0633 2.2260 -0.9365 0.0 0.0 0.0 0.000
H -5.5529 -0.0235 2.6747 0.0 0.0 0.0 0.001
H -4.9845 0.0908 -3.7838 0.0 0.0 0.0 0.001
H -4.3004 -1.6843 -0.2943 0.0 0.0 0.0 0.001
H 2.9778 2.0343 -1.5236 0.0 0.0 0.0 -0.004
H -3.5750 2.7396 -4.4787 0.0 0.0 0.0 0.000
H -5.0553 -0.4935 -2.1225 0.0 0.0 0.0 0.001
H -1.2360 -0.3013 2.3828 -0.1 0.0 0.0 0.008
H -5.0646 1.6377 2.3392 0.0 0.0 0.0 0.000
H -2.7370 3.6728 -3.2381 0.0 0.0 0.0 0.001
H 0.2849 2.7010 1.3351 0.0 0.0 -0.1 0.073
H -3.9112 -2.4210 1.2610 0.0 0.0 0.0 0.001
H -0.1051 4.1803 2.2173 0.0 0.0 0.0 0.000
H -2.1732 0.9058 3.2736 0.0 0.0 0.0 0.000
H 5.9570 -1.7984 2.7811 0.0 0.0 0.0 0.000
H 0.9751 -7.6077 -4.4889 0.0 0.0 0.0 0.000
H -1.9766 4.9181 -1.5169 0.0 0.0 0.0 0.002
H 3.7728 4.5515 2.7134 0.0 0.0 0.0 0.000
H 4.0782 4.2573 -1.5529 0.0 0.0 0.0 0.000
H 3.6498 -5.2304 -2.1517 0.0 0.0 0.0 0.000
```
Positions in Å, forces in eV/Å.

The energy above the lowest of the compared OMol25 structures with the same formula, charge and spin comes out at 0.0 kcal/mol. The lowest unoccupied orbital energy (spin up / spin down) is -0.1086 / -0.1790 Eh. The spin multiplicity is 2. The value obtained for the HOMO energy (spin up / spin down) is -10.2 / -10.2 eV. The gap between HOMO and LUMO (spin up / spin down) is 7.24 / 5.32 eV. As for the expectation value of S²: 0.756. The net charge is +1.